C4H4O2V | ωB97M-V/def2-TZVPD

Atoms and positions in Å:
1 H 1.704 -0.834 -2.417
2 O 1.750 -2.319 -2.466
3 C 0.477 -2.193 -2.521
4 C 0.246 -0.789 -2.401
5 C -0.564 0.103 -2.974
6 C -0.318 1.517 -2.728
7 O -1.004 2.403 -3.235
8 V -1.273 4.229 -3.028
9 H -0.138 -2.836 -1.870
10 H -1.258 -0.162 -3.777
11 H 0.429 1.770 -1.954

Cartesian forces (eV/Å) of the 6 atoms listed first:
H -2.289 0.459 0.645
O -1.869 -1.311 -1.386
C 2.846 0.335 4.163
C 2.169 1.867 -1.376
C 0.011 0.294 -1.011
C 0.082 -1.542 0.835

2S+1	5
gap between HOMO and LUMO (alpha / beta)	0.233 / 0.296	Ha
<S²>	6.01
E_LUMO (alpha / beta)	-0.2043 / -0.2046	Eh
E_HOMO (alpha / beta)	-11.895 / -13.635	eV
net charge	+1
DFT total energy	-33980.904	eV